[1]
ORCA calculation (wB97M-V/def2-TZVPD) on a 2-piece molecular cluster, C9H19N2O3P overall in a non-equilibrium geometry.

Summary:
**HOMO-LUMO gap**: 0.308 Ha
**HOMO level**: -8.74 eV
**Energy relative to the best compared isomer or geometry (same formula, charge and spin)**: 438.8 kJ/mol
**Lowest unoccupied orbital energy**: -0.4 eV
**Total charge**: 0

Last column: Mulliken charge in e.
Cartesian coordinates (Å):
C 1.000 2.422 -0.273  -0.7399
C 1.420 1.324 0.728  0.3584
C 0.950 0.078 -0.023  0.5290
C 0.635 1.637 1.988  -1.7370
C 0.712 -2.338 -0.252  -2.1651
C 3.012 -1.465 -0.467  -1.3727
C -2.467 1.988 -1.052  -0.6638
C -2.761 -2.070 -0.515  -0.9169
C 1.623 -1.229 0.296  0.3463
N 0.780 1.689 -1.494  -0.9359
N 0.600 0.485 -1.286  0.0449
O -1.968 -0.518 1.698  -0.8002
O -1.959 1.560 0.211  -0.3668
O -2.326 -0.782 -0.855  -0.3764
P -1.493 0.000 0.389  1.1576
H 0.150 2.867 0.113  0.4350
H 1.865 3.106 -0.466  0.3976
H 2.543 1.105 0.979  0.3764
H 0.991 2.559 2.389  0.4779
H 0.987 0.847 2.698  0.3700
H -0.362 1.503 1.908  0.4075
H 0.276 -2.195 -1.162  0.5717
H -0.083 -2.490 0.356  0.5643
H 1.069 -3.387 -0.204  0.4186
H 3.446 -0.483 -0.344  0.3675
H 2.720 -1.671 -1.550  0.3144
H 3.481 -2.223 -0.021  0.4935
H -1.815 2.722 -1.474  0.3160
H -3.212 2.647 -0.704  0.3077
H -2.703 1.036 -1.720  0.2740
H -3.936 -1.982 -0.541  0.2864
H -2.591 -2.404 0.478  0.4288
H -2.275 -2.926 -1.131  0.2544
H 1.692 -1.409 1.303  0.5767


[2]
ORCA calculation (wB97M-V/def2-TZVPD) on a 4-piece molecular cluster, C39H62O3 overall in a non-equilibrium geometry.

Summary:
**HOMO-LUMO gap**: 0.292 Ha
**HOMO level**: -8.84 eV
**Energy relative to the best compared isomer or geometry (same formula, charge and spin)**: 28.8 kJ/mol
**SMILES string**: Cc1ccc(C(C)C)c(OCc2cccc3c2C(=O)C=CC3=O)c1.CCCCCC.CCCCCC.CCCCCC
**Lowest unoccupied orbital energy**: -0.9 eV
**Total charge**: 0

Last column: Mulliken charge in e.
Cartesian coordinates (Å):
C -0.184 3.346 -2.554  -1.4028
C -0.185 2.324 -1.452  0.9889
C -1.383 1.798 -0.980  -1.1820
C -1.374 0.858 0.047  -0.9502
C -0.191 0.416 0.646  0.1076
C -0.304 -0.611 1.754  2.3592
C 0.791 -1.689 1.752  -1.5765
C -0.464 0.019 3.143  -1.5436
C 0.993 0.968 0.153  0.0271
O 2.229 0.596 0.683  -0.3049
C 2.652 1.504 1.689  -1.0005
C 3.972 1.062 2.241  0.7974
C 4.627 -0.062 1.749  -0.6759
C 5.852 -0.460 2.278  -0.7229
C 6.454 0.249 3.310  -0.9255
C 5.798 1.362 3.820  0.8823
C 4.572 1.774 3.293  0.4949
C 3.954 2.974 3.920  0.4277
O 3.312 3.802 3.327  -0.5436
C 4.231 3.134 5.373  -0.6597
C 5.403 2.743 5.861  -0.4998
C 6.389 2.120 4.954  0.0595
O 7.571 2.223 5.113  -0.5349
C 1.013 1.895 -0.883  -0.4501
H 0.259 2.975 -3.477  0.3561
H 0.399 4.216 -2.255  0.3687
H -1.187 3.693 -2.778  0.3276
H -2.325 2.112 -1.399  0.3671
H -2.314 0.445 0.388  0.4969
H -1.249 -1.125 1.579  -0.8059
H 1.609 -1.374 2.395  0.2652
H 0.417 -2.646 2.099  0.4729
H 1.195 -1.787 0.750  0.2425
H -0.902 -0.738 3.793  0.3443
H -1.125 0.878 3.114  0.3316
H 0.491 0.277 3.591  0.4229
H 2.765 2.498 1.258  0.5577
H 1.920 1.604 2.486  0.1646
H 4.186 -0.623 0.941  0.5563
H 6.363 -1.329 1.893  0.4288
H 7.400 -0.043 3.738  0.4984
H 3.463 3.596 5.973  0.4238
H 5.627 2.891 6.907  0.4068
H 1.945 2.292 -1.250  0.5836
C -0.097 -3.817 -1.970  -1.2749
C 0.098 -4.752 -0.779  0.0046
C 1.515 -5.309 -0.668  -0.6028
C 1.963 -6.171 -1.849  -0.8557
C 1.073 -7.378 -2.139  -0.3568
C 1.013 -8.379 -0.988  -1.1897
H 0.066 -4.331 -2.918  0.3706
H -1.112 -3.417 -1.984  0.3818
H 0.593 -2.972 -1.917  0.2314
H -0.629 -5.568 -0.831  0.3691
H -0.129 -4.201 0.138  -0.0344
H 1.597 -5.886 0.258  0.3806
H 2.216 -4.474 -0.563  0.3018
H 2.982 -6.521 -1.655  0.4051
H 2.026 -5.554 -2.749  0.3139
H 1.457 -7.885 -3.027  0.3783
H 0.061 -7.049 -2.391  0.2251
H 2.010 -8.750 -0.743  0.2927
H 0.394 -9.237 -1.255  0.3804
H 0.585 -7.935 -0.088  0.2800
C -5.324 -3.333 6.113  -1.2201
C -4.325 -3.955 5.141  -0.5880
C -3.374 -2.938 4.512  -0.5079
C -4.051 -1.861 3.663  -0.2074
C -4.897 -2.387 2.505  -0.5318
C -4.092 -3.177 1.477  -0.9448
H -5.980 -2.617 5.616  0.2854
H -5.956 -4.100 6.560  0.3888
H -4.806 -2.813 6.922  0.2904
H -4.865 -4.499 4.361  0.2614
H -3.730 -4.700 5.675  0.3819
H -2.636 -3.472 3.906  0.2584
H -2.806 -2.444 5.308  0.4515
H -3.274 -1.203 3.259  -0.1111
H -4.676 -1.231 4.301  0.4050
H -5.367 -1.535 2.006  0.3758
H -5.716 -3.005 2.884  0.2853
H -3.290 -2.565 1.057  0.0395
H -4.729 -3.502 0.653  0.4461
H -3.643 -4.070 1.914  0.2527
C -2.785 8.331 -6.505  -1.1787
C -2.172 7.276 -7.421  -0.4245
C -2.196 5.868 -6.829  -0.8715
C -1.399 5.700 -5.535  -0.3611
C 0.079 6.072 -5.629  -0.4377
C 0.860 5.207 -6.615  -1.1964
H -2.235 8.420 -5.567  0.2766
H -2.776 9.311 -6.984  0.3798
H -3.822 8.084 -6.268  0.2920
H -1.147 7.562 -7.674  0.2355
H -2.725 7.263 -8.364  0.3702
H -1.827 5.162 -7.579  0.3539
H -3.235 5.582 -6.635  0.3965
H -1.480 4.657 -5.211  0.2153
H -1.862 6.296 -4.743  0.3626
H 0.526 5.963 -4.637  0.3247
H 0.191 7.126 -5.899  0.3173
H 0.794 4.152 -6.343  0.2660
H 1.914 5.486 -6.622  0.3936
H 0.486 5.319 -7.634  0.2920


[3]
ORCA calculation (wB97M-V/def2-TZVPD) on C14H27Cl12MgO2 as an isolated structure in a non-equilibrium geometry.

Summary:
**HOMO-LUMO gap (alpha / beta)**: 0.271 / 0.093 Ha
**HOMO level (alpha / beta)**: -14.81 / -14.81 eV
**Spin multiplicity**: 2
**Lowest unoccupied orbital energy (alpha / beta)**: -7.4 / -12.3 eV
**Total charge**: +2
**<S²>**: 0.754

Last column: Mulliken charge in e.
Cartesian coordinates (Å):
Mg 11.647 -5.974 5.221  0.7261
C 11.952 -3.295 2.375  -0.6814
C 11.784 -4.315 3.508  1.1308
O 10.920 -4.255 4.426  -0.7147
O 12.603 -5.244 3.707  -0.4948
H 12.329 -3.792 1.481  0.2691
H 12.716 -2.598 2.719  0.2688
H 11.024 -2.758 2.180  0.3696
Cl 9.788 -2.306 -1.782  -0.1817
C 11.009 -1.003 -1.960  -0.4569
C 11.522 -0.473 -0.570  0.1477
Cl 12.675 0.819 -0.840  -0.1762
H 10.540 -0.167 -2.478  0.3594
H 11.787 -1.449 -2.580  0.2691
H 12.072 -1.252 -0.042  -0.2881
H 10.708 -0.010 -0.012  0.3758
Cl 16.358 -5.664 0.225  0.1582
C 14.855 -6.121 1.026  0.1800
C 13.837 -6.559 -0.041  -0.3523
Cl 14.163 -8.275 -0.464  -0.0793
H 14.434 -5.270 1.562  -0.3124
H 15.045 -6.865 1.800  0.4714
H 13.870 -5.936 -0.935  0.3003
H 12.802 -6.508 0.296  0.2924
Cl 15.062 -6.475 5.511  -0.2096
C 15.377 -4.804 6.192  -0.3125
C 15.434 -3.888 5.023  0.0905
Cl 15.664 -2.207 5.670  -0.1577
H 16.309 -4.787 6.757  0.4317
H 14.555 -4.551 6.861  0.0996
H 14.492 -3.834 4.477  -0.3517
H 16.309 -4.134 4.420  0.4324
Cl 6.367 -3.413 5.501  -0.1798
C 7.355 -2.768 4.090  0.0643
C 6.977 -3.576 2.768  -0.4280
Cl 7.153 -5.322 2.995  -0.1705
H 8.412 -2.946 4.286  -0.2661
H 7.140 -1.706 3.970  0.4062
H 7.702 -3.333 1.991  0.1829
H 6.058 -3.389 2.211  0.3818
Cl 11.952 -3.412 7.629  -0.0666
C 10.255 -3.159 8.210  -0.6337
C 9.188 -3.620 7.206  -0.3537
Cl 9.507 -5.317 6.894  -0.2007
H 10.191 -2.081 8.362  0.3779
H 10.126 -3.770 9.103  0.3629
H 9.139 -2.946 6.351  0.1246
H 8.186 -3.544 7.628  0.5168
Cl 15.579 -2.207 2.012  -0.0371
C 16.494 -1.763 0.531  -0.6904
C 15.632 -1.404 -0.637  -0.1664
Cl 14.617 -2.773 -1.156  0.0123
H 17.105 -2.631 0.283  0.2317
H 17.221 -0.978 0.741  0.4102
H 16.243 -1.026 -1.456  0.3812
H 14.997 -0.569 -0.341  0.1364


no.,DFT total energy (eV)
1,-28048.8602
2,-47591.5563
3,-174748.9220